84
Properties=species:S:1:pos:R:3:forces:R:3 method="wB97M-V/def2-TZVPD" charge=-1 spin_multiplicity=3 homo_ev="-3.9 / -4.9" relative_energy_ev=3.753
W -0.8560 0.6063 -0.3336 1.40 0.71 -0.06
C 0.9294 3.2970 -0.6576 0.01 0.00 -0.01
N -0.2787 2.9868 0.1402 -0.24 -0.14 0.15
C -1.3452 3.8887 -0.3420 0.03 0.01 -0.07
C -2.7368 3.7905 0.2954 -0.01 -0.01 0.04
C -3.2850 2.3665 0.4687 -0.01 -0.15 -0.25
N -2.7408 1.5496 -0.6143 -0.49 0.14 0.16
C -3.3897 1.5170 -1.7141 -0.27 -0.31 -0.59
C -2.8427 1.1152 -2.9853 -0.13 0.01 0.11
C -3.7209 0.8434 -4.0459 0.09 -0.02 -0.03
C -3.2470 0.5898 -5.3091 0.06 0.02 0.02
C -1.8621 0.6487 -5.5251 -0.03 -0.04 -0.12
C -0.9836 0.9428 -4.5122 0.02 0.04 0.20
C -1.4448 1.1732 -3.1953 0.07 -0.02 -0.17
O -0.6029 1.4714 -2.2426 -0.21 0.01 -0.10
C 0.1053 3.2838 1.5481 0.03 -0.02 -0.04
C -0.8007 2.8030 2.6711 0.02 0.00 0.00
C -0.9111 1.2594 2.7224 -0.11 0.03 0.01
N -0.2735 0.6072 1.6112 0.11 -0.28 0.04
C 0.8955 -0.1230 1.9585 0.16 -0.22 0.15
C 1.2071 -1.2722 0.9953 0.08 0.11 0.00
C 0.9232 -2.5779 1.5896 -0.03 -0.05 0.00
C 0.8132 -3.7786 1.0051 0.01 0.06 0.06
C 1.2112 -3.8609 -0.4016 0.01 0.06 0.00
C 1.6615 -1.7225 -1.5762 -0.05 -0.01 0.06
C 1.4693 -0.8530 -0.2942 0.11 -0.17 -0.06
O 1.3163 0.4165 -0.5900 -0.49 -0.08 0.05
H 1.2225 4.3402 -0.4799 0.01 -0.01 0.00
H 0.7203 3.1404 -1.7109 0.02 0.02 0.00
H 1.7266 2.6236 -0.3552 0.01 0.01 -0.01
H -1.4354 3.6894 -1.4106 0.00 -0.01 0.02
H -0.9957 4.9259 -0.2352 -0.02 0.00 -0.01
H -3.4000 4.3351 -0.3834 0.00 0.01 0.00
H -2.7758 4.3174 1.2482 0.00 0.01 0.02
H -4.3781 2.3631 0.4205 0.01 0.05 0.04
H -2.9893 1.9266 1.4137 0.02 -0.05 0.03
H -4.4405 1.8225 -1.7540 0.11 0.27 0.28
H -4.7875 0.8270 -3.8494 0.00 0.00 0.02
H -3.9232 0.3576 -6.1200 0.01 -0.01 -0.01
H -1.4718 0.4538 -6.5174 -0.01 0.00 0.00
H 0.0843 0.9804 -4.6827 0.01 0.01 0.00
H 0.2442 4.3730 1.6218 0.00 -0.01 0.01
H 1.0724 2.8061 1.6959 -0.01 0.01 0.00
H -1.7833 3.2701 2.6409 -0.02 0.00 -0.03
H -0.3359 3.1686 3.5917 0.00 0.01 0.00
H -1.9649 0.9605 2.7972 0.01 -0.03 -0.05
H -0.4457 0.9100 3.6503 0.00 0.01 -0.01
H 0.7264 -0.5812 2.9443 0.02 0.02 -0.05
H 0.6777 -2.5265 2.6462 0.01 0.00 0.01
H 0.4952 -4.6508 1.5627 -0.01 0.00 0.02
H 2.2903 -3.9167 -0.5165 0.02 0.02 0.00
H 1.4396 -1.0709 -2.4207 0.03 -0.01 0.03
O -3.7656 -2.3680 0.4868 -0.03 0.04 0.01
C -2.6738 -1.9596 0.1279 0.09 -0.21 -0.09
O -2.1992 -0.7838 0.4670 -0.28 0.22 0.06
C -1.7089 -2.8313 -0.6087 0.12 0.19 -0.02
C -1.8252 -4.2202 -0.7932 -0.02 0.02 0.00
C -0.8336 -4.9307 -1.4080 -0.03 -0.10 -0.06
C 0.5328 -4.4148 -1.5989 -0.01 -0.04 -0.09
C 0.6631 -2.8469 -1.3823 -0.02 0.10 -0.02
C -0.6362 -2.1959 -1.2011 -0.21 -0.18 0.12
O -0.7526 -0.9797 -1.6576 0.01 -0.13 0.16
N 3.0602 -2.1841 -1.8417 0.07 0.18 -0.17
O 3.2006 -3.0069 -2.7290 -0.01 -0.02 0.12
O 3.9690 -1.6671 -1.2291 -0.03 -0.08 0.06
N -1.0769 -6.2827 -1.8083 0.09 0.12 0.23
O -0.1415 -6.9130 -2.2999 -0.05 -0.01 -0.06
O -2.1880 -6.7697 -1.6311 -0.02 -0.03 -0.08
H -2.7520 -4.7084 -0.5220 0.00 -0.01 -0.01
H 1.1500 -4.8978 -2.3413 -0.01 0.00 0.01
C 2.9406 -0.4990 4.5821 0.00 0.02 0.00
Si 3.3903 0.3737 2.9832 -0.08 0.06 -0.10
C 4.5505 -0.7110 2.0093 -0.04 -0.03 0.02
C 4.2154 2.0121 3.3521 -0.04 0.00 0.01
O 2.0193 0.7800 2.1533 0.16 -0.05 0.05
H 3.8313 -0.6614 5.1940 0.01 0.00 0.01
H 2.4967 -1.4769 4.3845 0.00 -0.02 0.00
H 2.2272 0.0839 5.1696 0.00 0.00 0.01
H 5.5299 -0.7677 2.4925 0.00 -0.02 0.02
H 4.6860 -0.3283 0.9985 0.01 0.03 -0.06
H 4.1522 -1.7228 1.9145 0.00 -0.02 -0.01
H 5.1436 1.8761 3.9106 0.02 -0.01 0.03
H 3.5541 2.6547 3.9377 0.01 0.01 0.00
H 4.4579 2.5334 2.4242 -0.01 0.01 -0.03

=====

70
Properties=species:S:1:pos:R:3:forces:R:3 method="wB97M-V/def2-TZVPD" charge=-1 homo_ev=-4.6 relative_energy_ev=1.269
Rb 0.5235 -0.5474 0.0048 -1.70 0.91 0.73
C -2.1121 1.5174 -1.1684 -0.02 0.07 -0.08
C -2.7103 1.3729 0.0781 -0.02 -0.01 0.02
C -3.3259 0.1775 0.4188 -0.06 0.07 0.01
C -3.3518 -0.8723 -0.4890 -0.05 -0.01 -0.07
C -2.7677 -0.7231 -1.7384 -0.10 -0.01 -0.01
C -2.1429 0.4699 -2.0790 0.00 0.08 -0.04
H -1.6415 2.4554 -1.4359 0.06 -0.03 0.02
H -2.6971 2.1982 0.7806 0.03 -0.01 0.01
H -3.7832 0.0572 1.3929 0.06 -0.04 0.02
H -3.8150 -1.8100 -0.2124 0.01 0.00 0.00
H -2.8103 -1.5332 -2.4558 0.07 -0.03 0.03
H -1.6846 0.5826 -3.0533 0.05 -0.02 0.03
O -6.4869 -5.3768 5.2647 -0.12 -0.03 0.05
C -6.0770 -5.6226 3.9902 -0.05 -0.13 0.01
O -6.6756 -6.4480 3.3499 0.00 -0.01 0.00
C -4.9177 -4.8588 3.4933 0.20 0.17 -0.10
C -4.3111 -3.8020 4.1796 -0.11 -0.11 0.01
C -3.2531 -3.1063 3.6349 -0.01 -0.06 -0.09
C -2.7319 -3.4304 2.3691 -0.02 -0.09 -0.17
S -1.4339 -2.5573 1.6383 -0.04 -0.23 0.02
C -3.3364 -4.5106 1.6926 0.00 0.00 0.06
C -4.3980 -5.1945 2.2372 -0.12 -0.09 0.08
H -5.9177 -4.7187 5.6731 0.10 0.05 0.00
H -4.6637 -3.4789 5.1559 -0.01 0.02 -0.01
H -2.8201 -2.2869 4.1802 0.12 0.23 0.13
H -2.9374 -4.7970 0.7276 -0.02 0.01 0.00
H -4.8541 -6.0213 1.7083 -0.01 0.02 -0.03
C 3.3808 3.7807 2.3180 -0.09 -0.04 -0.02
C 2.1574 3.8163 2.9699 0.05 0.02 0.00
C 1.0754 3.1806 2.3798 0.00 0.02 0.02
N 1.1490 2.5428 1.2159 -0.11 -0.17 -0.09
C 2.3285 2.5041 0.6006 -0.03 0.06 -0.02
C 3.4689 3.1076 1.1103 0.09 0.02 -0.01
H 4.2488 4.2668 2.7445 0.01 -0.01 0.01
H 2.0436 4.3243 3.9182 -0.03 -0.01 0.00
H 0.1032 3.1804 2.8615 0.02 0.00 0.03
H 2.3558 1.9736 -0.3467 0.08 0.00 0.00
H 4.4043 3.0491 0.5701 -0.02 -0.03 -0.01
C 0.5460 -3.0186 -2.0268 0.28 0.33 -0.06
C 1.6934 -2.0346 -2.4254 0.32 -0.74 -0.69
O 1.5830 -0.7808 -2.0303 0.97 -0.10 -1.60
C 3.0087 -2.6857 -1.8802 0.11 0.00 0.01
F 4.1035 -1.9445 -2.1200 -0.12 -0.09 0.06
F 2.9330 -2.8324 -0.5288 -0.03 0.13 -0.23
F 3.2669 -3.9255 -2.3726 0.00 0.16 0.11
C 1.7609 -2.0828 -3.9907 -0.10 0.09 -0.10
F 1.8156 -3.3282 -4.5396 -0.02 0.20 0.07
F 2.8100 -1.4041 -4.4925 -0.15 -0.09 0.05
F 0.6437 -1.5063 -4.4959 0.20 -0.11 0.01
H 0.4674 -3.0833 -0.9402 -0.06 -0.17 -0.11
H 0.7484 -4.0071 -2.4350 -0.16 -0.09 0.11
H -0.3904 -2.6348 -2.4305 -0.02 -0.02 0.03
C 0.9403 -2.9185 3.6502 -0.11 0.08 -0.19
C 0.4708 -1.5571 3.1783 0.90 0.26 0.54
O 1.1005 -0.9405 2.3184 0.10 -0.52 1.64
C -0.4506 -0.7843 4.0793 -0.19 0.17 0.04
C -0.5849 -1.0706 5.4337 0.00 -0.19 -0.19
C -1.4418 -0.3204 6.2301 -0.07 0.07 0.07
C -2.1637 0.7279 5.6834 0.03 -0.02 0.05
C -2.0023 1.0446 4.3382 0.05 0.07 -0.08
C -1.1428 0.3036 3.5495 0.08 -0.01 -0.07
H 1.3988 -3.4331 2.8102 -0.01 -0.02 0.00
H 0.1248 -3.5185 4.0484 -0.01 0.01 0.00
H 1.6994 -2.7733 4.4286 -0.03 0.05 -0.04
H -0.0349 -1.8938 5.8723 -0.02 -0.01 -0.02
H -1.5515 -0.5629 7.2803 0.02 0.00 -0.01
H -2.8433 1.3023 6.3009 0.01 0.00 0.00
H -2.5461 1.8772 3.9065 -0.03 -0.03 0.01
H -0.9984 0.5399 2.5008 -0.10 0.00 0.08

=====

22
Properties=species:S:1:pos:R:3:forces:R:3 method="wB97M-V/def2-TZVPD" charge=0 homo_ev=-5.7 relative_energy_ev=7.002
C -0.7266 0.5962 -0.4858 -0.31 0.22 0.93
C -1.9560 0.2954 0.6827 -3.04 1.15 -1.87
C -3.1690 -0.1252 -0.1439 -1.14 -0.41 -0.37
C -0.3123 -0.4213 0.3772 3.42 -0.17 -0.30
N 1.9261 0.4098 0.2858 -0.73 -0.25 0.21
C 2.7477 -0.5724 0.9138 0.29 -0.56 -0.66
C 2.1565 0.4672 -1.1103 -0.07 0.05 -0.78
H -0.2092 1.5538 -0.4032 -0.52 -0.16 0.42
H -1.1271 0.3823 -1.4640 0.02 -0.28 0.05
H -2.1339 -0.3184 1.5691 1.38 -0.03 0.17
H -2.1398 1.3163 0.9839 0.41 0.29 0.48
H -3.2500 0.2824 -1.1503 0.26 0.18 0.07
H -3.2483 -1.2080 -0.2472 0.27 -0.10 -0.05
H -4.1017 0.1558 0.3523 0.09 0.08 0.19
H 0.2083 -0.2287 1.2876 -0.26 0.33 0.32
H -0.3471 -1.4420 0.0381 -0.37 -0.34 0.11
H 2.4968 -1.6111 0.5839 0.13 0.04 0.26
H 2.6622 -0.5240 1.9973 0.02 -0.05 0.18
H 3.8138 -0.4611 0.6364 0.01 0.05 0.27
H 1.9759 1.4576 -1.5487 -0.15 0.05 0.15
H 1.5539 -0.2387 -1.7380 -0.12 -0.01 0.09
H 3.1799 0.2341 -1.4169 0.40 -0.07 0.11

=====

15
Properties=species:S:1:pos:R:3:forces:R:3 method="wB97M-V/def2-TZVPD" charge=0 homo_ev=-8.6 smiles="CC#N.CC=S.Cl" relative_energy_ev=1.365
C 2.4403 -0.4956 0.3499 -0.17 -2.84 -0.17
C 2.6376 -1.9669 0.4846 -0.05 0.30 1.04
C -1.6760 1.3342 0.8678 1.09 0.19 0.93
C -1.3303 -0.0319 0.7900 -0.55 -4.15 -0.77
N 2.0549 0.5663 0.2654 0.03 1.26 -0.08
S -2.2413 -1.2973 0.2218 0.71 1.19 0.65
Cl 1.4477 3.2294 -0.9024 0.37 -1.55 0.41
H 1.6902 -2.3393 1.0475 2.12 0.53 -0.17
H 3.7074 -2.1137 0.9141 -2.25 -0.28 -0.39
H 2.5091 -2.4972 -0.4618 0.47 0.49 -0.19
H -1.3545 1.7597 1.8049 -0.01 0.34 0.43
H -2.6836 1.4757 0.6488 -1.47 0.82 -0.65
H -0.9058 1.6060 0.1717 0.00 1.65 -1.00
H -0.2844 -0.2592 0.9391 0.23 0.01 0.42
H 1.7858 1.9113 -0.4446 -0.52 2.03 -0.46

=====

8
Properties=species:S:1:pos:R:3:forces:R:3 method="wB97M-V/def2-TZVPD" charge=0 homo_ev=-11.1 relative_energy_ev=2.470
N -0.1405 1.2444 1.2169 -1.03 0.22 -0.90
N -1.0945 -0.2068 -1.1750 -1.43 -0.37 -1.59
O -1.4197 2.3781 -0.5952 -0.41 0.03 -0.20
O 0.5780 1.0138 -1.2432 -0.03 0.96 0.89
O -1.7369 -0.1854 -2.1880 0.59 -0.31 1.54
S -0.4498 1.4098 -0.2537 1.97 -0.02 0.30
H 0.6585 0.6550 1.3517 0.55 -0.37 0.01
H -0.3930 -0.9760 -1.0931 -0.22 -0.13 -0.04

=====

18
Properties=species:S:1:pos:R:3:forces:R:3 method="wB97M-V/def2-TZVPD" charge=0 homo_ev=-10.0 smiles=O.O.O.O.O.S relative_energy_ev=1.251
S -4.7889 -0.5468 2.2460 -0.98 -0.38 -0.74
H -4.7218 -1.9009 2.2994 0.21 0.52 0.19
H -3.7466 -0.2887 2.9910 0.76 -0.15 0.56
H -2.1916 -2.5799 0.5510 -0.60 0.01 0.08
H -0.7358 -2.4666 0.3006 -0.45 0.20 -0.77
O -1.5943 -2.3470 -0.1587 1.06 -0.20 0.66
H 1.9704 1.2536 1.3248 0.16 -0.18 0.11
H 2.6980 0.0881 2.0327 -0.10 0.10 -0.02
O 2.7129 0.6412 1.2452 -0.05 0.08 -0.12
H 2.8905 -0.7270 -1.0872 0.03 0.10 0.15
H 1.5219 -0.1971 -1.4453 -0.44 0.44 0.13
O 2.1288 -0.8992 -1.6461 0.40 -0.58 -0.21
H 1.5786 6.6566 -0.2704 0.35 0.26 0.78
H 1.9097 7.1739 1.2345 -0.15 -0.33 -0.98
O 1.2232 6.9942 0.5670 -0.20 0.06 0.20
H 0.4117 -3.8191 -3.0948 -0.18 0.38 -0.17
H -1.0325 -3.7742 -3.5340 -0.65 -0.28 0.02
O -0.2341 -3.2611 -3.5556 0.83 -0.05 0.13

=====

27
Properties=species:S:1:pos:R:3:forces:R:3 method="wB97M-V/def2-TZVPD" charge=0 homo_ev=-8.7 smiles=O[C@H]1C[C@@H](O)[C@@H]2[C@H](O)CCN2C1 relative_energy_ev=1.703
C 1.9160 -0.6339 -0.4063 -0.12 0.20 -0.16
C 2.6489 0.7146 -0.2243 0.01 0.14 -0.10
C 1.5278 1.7666 -0.2028 0.28 0.05 -0.09
C -0.8842 1.7085 0.1810 -0.22 0.34 0.04
C -2.0718 0.7568 0.4411 0.02 -0.18 0.20
C -1.5531 -0.5010 1.1428 0.09 -0.05 -0.08
C -0.5372 -1.2438 0.2598 -0.17 0.22 0.06
C 0.4292 -0.2480 -0.3952 -0.17 -0.14 0.04
H 3.1023 -1.7708 0.6021 0.10 -0.10 0.12
H 2.1711 -1.1152 -1.3562 -0.03 0.05 0.04
H 3.1409 0.6996 0.7524 0.03 -0.04 -0.14
H 3.4016 0.8992 -1.0054 -0.26 -0.01 0.28
H 1.7703 2.6224 0.4416 -0.13 -0.15 -0.20
H 1.3251 2.1333 -1.2282 0.06 0.06 0.13
H -0.9071 2.5440 0.8988 0.08 -0.22 -0.18
H -1.0410 2.1353 -0.8306 0.14 -0.09 0.17
H -2.8237 1.2532 1.0716 0.27 -0.05 -0.16
H -2.3325 -0.3368 -1.1688 -0.03 0.08 0.11
H -1.0606 -0.2345 2.0842 -0.10 0.04 -0.13
H -2.3825 -1.1762 1.3784 0.02 0.06 -0.01
H 0.0182 -1.9654 0.8634 -0.07 0.03 -0.12
H -1.7813 -2.6006 -0.4514 0.26 0.27 -0.16
H 0.1144 -0.1248 -1.4482 -0.04 0.01 0.01
N 0.3922 1.0260 0.3007 -0.04 0.07 0.09
O 2.1744 -1.5315 0.6565 0.15 -0.15 0.12
O -2.7570 0.4370 -0.7657 0.01 -0.04 -0.02
O -1.2067 -1.9134 -0.8265 -0.14 -0.39 0.15

=====

13
Properties=species:S:1:pos:R:3:forces:R:3 method="wB97M-V/def2-TZVPD" charge=0 homo_ev=-8.6 relative_energy_ev=4.086
C -0.1325 -1.0030 -0.1517 1.37 3.47 1.77
H -3.2855 -0.4115 0.1419 0.64 -0.22 -0.93
H -1.9582 0.4129 -0.8337 -1.11 1.20 -0.72
H 2.7239 0.6957 -1.2024 -3.66 -3.65 3.10
H 0.9051 0.9463 1.5664 -1.84 1.65 -3.53
H -0.1559 2.1000 0.5585 -0.40 -0.48 -0.08
N -2.3386 -0.1837 -0.1415 3.71 -2.29 0.64
N -1.3153 -1.2441 -0.0381 -6.21 -0.14 1.19
N 0.8862 -1.7422 0.4920 -0.14 -0.01 -1.11
N 1.9315 -1.1402 0.1341 3.88 -2.94 1.52
N 1.7910 -0.1530 -0.6183 0.97 5.91 -3.94
N 0.4237 0.3625 -0.4472 0.57 -0.29 -1.34
N 0.5244 1.3603 0.5399 2.20 -2.20 3.45